The following is a quantum chemistry calculation of C12H11BrCl2HgO2 as an isolated structure in a non-equilibrium geometry, from the Open Molecules 2025 dataset.

```
29
Properties=species:S:1:pos:R:3
C -1.026 -1.116 -2.332
C -1.087 -2.144 -1.307
C -1.815 -1.594 -0.161
H -0.565 -3.111 -1.321
C -2.216 -0.226 -0.495
C -1.723 0.069 -1.834
H -1.795 1.050 -2.331
H -0.495 -1.202 -3.291
H -1.930 -2.067 0.824
H -2.733 0.468 0.177
Hg 0.241 -0.338 -0.212
Br 1.130 -2.378 1.277
C 2.270 0.873 -0.066
C 1.426 1.671 -0.969
C 1.270 0.921 -2.205
H 0.930 2.621 -0.705
C 1.997 -0.339 -2.072
C 2.651 -0.348 -0.777
H 3.208 -1.185 -0.338
H 2.497 1.115 0.986
H 0.639 1.219 -3.058
H 2.002 -1.177 -2.791
Cl -1.339 2.713 4.114
C -1.034 1.031 3.789
Cl -2.525 0.111 3.474
C 0.020 0.994 2.611
O 1.127 1.488 2.710
O -0.614 0.321 1.669
H -0.511 0.563 4.629
```

As for the relative energy (zero: lowest compared OMol25 entry of this formula, charge and spin): 164.0 kJ/mol. As for the total charge: -2. As for the HOMO energy: -0.4 eV. The spin multiplicity is 1. The value obtained for the HOMO-LUMO gap is 5.304 eV.

The following is a quantum chemistry calculation of a 2-piece molecular cluster, C12H11Cl2O5 overall in a non-equilibrium geometry, from the Open Molecules 2025 dataset.

```
30
Properties=species:S:1:pos:R:3
C -1.439 4.328 2.836
C -0.410 3.335 2.332
O -1.154 2.366 1.580
C -0.450 1.328 1.018
C -1.434 0.525 0.318
C -1.292 -0.107 -0.941
C -2.514 -0.928 -1.295
O -0.283 -0.026 -1.668
O 0.745 1.152 1.191
H -0.969 5.098 3.453
H -1.949 4.815 1.996
H -2.207 3.817 3.429
H 0.320 3.816 1.668
H 0.105 2.839 3.166
H -2.423 0.536 0.784
H -3.421 -0.489 -0.860
H -2.607 -0.977 -2.384
H -2.398 -1.937 -0.879
Cl 4.177 -0.945 -2.918
C 2.914 -1.754 -2.111
C 2.282 -2.810 -2.660
C 1.325 -3.636 -1.912
O 0.853 -4.675 -2.380
C 0.964 -3.079 -0.550
Cl -0.104 -4.028 0.366
C 1.489 -1.936 -0.061
C 2.678 -1.335 -0.671
O 3.485 -0.632 -0.073
H 2.549 -3.112 -3.671
H 1.171 -1.546 0.896
```

As for the total charge: -1. As for the HOMO energy: -3.4 eV. The spin multiplicity is 1. The value obtained for the HOMO-LUMO gap is 4.598 eV.

- spin multiplicity of number 2 (C12H11Cl2O5)?
  1